The following is a quantum chemistry calculation of a gas-phase ion, C3H7N2OS (charge -1) at a distorted geometry, from OMol25.

Summary:
Highest occupied orbital energy (eV): -2.63
Energy above the lowest of the compared OMol25 structures with the same formula, charge and spin (kcal per mole): 14.3
Frontier orbital gap (eV): 6.48
Energy (eV): -19088.88063

The geometry in ORCA input format:
```
! RIJCOSX wB97M-V def2-TZVPD def2/J DEFGRID3
* xyz -1 1
S 0.79427 -2.40708 -1.30873
H 2.02431 -1.07625 0.32612
N -1.39348 -0.64824 -0.05540
C -0.01631 -0.47331 0.41893
H 0.08739 -0.98344 1.37358
H -1.71795 -1.55156 0.25139
O 0.85355 1.44375 1.66207
H 1.50211 -0.13094 -1.11181
H -1.37556 -0.67248 -1.06838
N -0.56169 1.90342 -0.07058
H -1.32845 1.61006 -0.64019
H -0.20709 2.84191 -0.15970
C 1.22383 -0.91015 -0.40001
C 0.11508 1.05430 0.78271
*
```